No. 1
{
  "formula": "C28H28ClN4O5S5V",
  "method": "ωB97M-V/def2-TZVPD",
  "largest_force_ha_per_bohr": 0.04733,
  "total_energy_ev": -138073.050,
  "de_lowest_ev": 0.732,
  "homo_energy_ev": [-3.6, -3.6],
  "spin_multiplicity": 2,
  "lumo_ev": [1.403, 1.928],
  "total_charge": -1,
  "elements": ["V", "Cl", "S", "S", "S", "S", "S", "O", "O", "O", "O", "O", "N", "N", "N", "N", "C", "C", "C", "C", "C", "C", "C", "C", "C", "C", "C", "C", "C", "C", "C", "C", "C", "C", "C", "C", "C", "C", "C", "C", "C", "C", "C", "C", "H", "H", "H", "H", "H", "H", "H", "H", "H", "H", "H", "H", "H", "H", "H", "H", "H", "H", "H", "H", "H", "H", "H", "H", "H", "H", "H", "H"],
  "coordinates": [[-0.325, -0.139, -0.729], [2.206, -0.214, -3.348], [2.241, -2.091, -0.766], [-0.258, 1.422, 1.102], [0.140, 1.704, -1.961], [2.673, 1.299, 1.991], [-2.544, 0.427, -0.703], [1.520, 2.128, -1.777], [-0.412, 1.693, -3.307], [2.333, -1.461, -4.454], [2.601, 0.000, 1.239], [1.114, -0.927, -0.807], [-0.630, -2.186, 0.760], [-2.450, 7.342, -2.270], [-1.169, -1.652, -2.269], [-2.555, 7.135, 1.793], [-4.054, 0.565, -4.457], [-0.734, 3.004, -1.079], [-2.909, 0.052, -2.402], [-2.287, -1.068, -4.429], [-1.766, -1.898, 1.648], [-2.169, 6.249, 1.169], [1.834, -2.704, 0.837], [-0.765, 2.903, 0.310], [-1.251, 3.982, 1.035], [-1.173, 4.129, -1.745], [-3.236, -0.329, -5.126], [4.253, 0.293, 3.885], [2.915, -3.236, 1.533], [-3.886, 0.758, -3.089], [3.026, 0.755, 4.664], [1.605, -3.390, 3.521], [4.343, 1.271, 2.723], [1.914, 0.928, 3.627], [-1.886, -2.625, -1.392], [-2.103, 6.405, -1.701], [0.575, -2.588, 1.469], [0.509, -2.901, 2.826], [2.807, -3.600, 2.864], [-0.194, -2.385, -3.124], [-2.135, -0.893, -3.066], [-1.022, -3.180, -0.274], [-1.684, 5.127, 0.383], [-1.657, 5.208, -1.013], [-1.486, -1.134, 2.372], [-0.117, -3.620, -0.682], [-2.221, -3.471, -1.996], [-4.478, 1.488, -2.551], [-3.323, -0.456, -6.198], [-1.299, 3.931, 2.115], [1.203, 1.720, 3.867], [3.663, -4.003, 3.391], [-0.718, -3.163, -3.690], [-4.802, 1.135, -4.996], [1.371, 0.001, 3.435], [3.239, 1.712, 5.149], [-1.592, -3.985, 0.200], [-2.585, -1.504, 1.060], [-1.129, 4.159, -2.828], [4.585, 2.287, 3.059], [-1.653, -1.754, -4.973], [5.018, 0.968, 1.923], [0.341, -1.723, -3.812], [4.084, -0.713, 3.488], [-0.415, -2.765, 3.369], [2.741, 0.045, 5.443], [0.561, -2.856, -2.513], [1.511, -3.611, 4.578], [-2.108, -2.800, 2.169], [5.155, 0.274, 4.500], [-2.766, -2.144, -0.983], [3.864, -3.328, 1.012]],
  "forces_ev_per_a": [[-1.6653, -0.5718, 0.8564], [0.5279, -0.3928, -0.5047], [-0.2687, -0.0237, -0.1980], [-0.2634, -0.2319, -0.2237], [0.2482, 1.3574, -1.1782], [0.3739, -0.5476, -0.1746], [-0.7361, 0.1623, -0.3931], [0.0006, -0.1135, 0.0867], [-0.1587, 0.1117, 0.2260], [-0.1572, 0.0506, 0.1864], [0.0926, 0.5379, 0.4678], [2.2035, -1.0201, 0.1636], [-0.0811, 0.4126, -0.1575], [0.0231, -0.0815, 0.0716], [-0.0386, 0.4147, 0.1074], [0.0889, -0.1893, -0.0801], [0.0497, 0.0138, 0.1400], [0.1409, 0.1144, 0.1026], [-0.1186, 0.0032, 0.3226], [0.0200, -0.1095, -0.1283], [0.1319, -0.1562, -0.0310], [0.0490, -0.2122, -0.1770], [-0.2076, 0.1909, 0.0723], [-0.1120, -0.1177, 0.0031], [0.0039, 0.0138, 0.2333], [0.0010, -0.0995, -0.0874], [-0.0705, 0.0010, 0.0142], [0.0218, 0.0273, 0.0087], [-0.0313, -0.0650, 0.0318], [-0.0091, -0.0126, -0.1113], [-0.0420, -0.1384, -0.0708], [0.0759, 0.0158, 0.0360], [0.0195, -0.0149, 0.0717], [0.0063, 0.2463, 0.0816], [0.1704, 0.0802, -0.0789], [0.1081, -0.3628, 0.1845], [-0.0548, -0.1097, -0.1108], [-0.0258, 0.0039, 0.0782], [-0.0183, -0.0183, -0.0604], [-0.1996, 0.3010, -0.0834], [0.1062, -0.3502, 0.0430], [0.1372, 0.1024, 0.1093], [-0.1807, 0.5095, 0.3503], [-0.1177, 0.4166, -0.3592], [-0.0050, 0.0017, -0.0210], [0.1015, -0.0142, -0.0354], [-0.0214, -0.0686, -0.1558], [0.0080, 0.0037, -0.0364], [-0.0044, 0.0015, 0.0420], [-0.0087, 0.0189, -0.0275], [-0.0083, -0.0908, 0.0011], [-0.0145, 0.0126, -0.0210], [-0.0495, -0.0121, 0.0415], [0.0347, -0.0011, 0.0214], [0.0120, 0.0308, -0.0094], [-0.0004, -0.0194, 0.0088], [0.0193, -0.1313, 0.1285], [-0.0460, 0.0114, -0.0736], [0.0000, -0.0136, 0.0539], [0.0040, -0.1098, -0.0379], [-0.0083, 0.0553, 0.0428], [-0.0367, 0.0857, 0.0001], [-0.0145, -0.0555, 0.1009], [0.0288, 0.0397, 0.0246], [0.0709, -0.0605, -0.0540], [-0.0392, 0.0284, -0.0160], [0.0776, -0.0344, 0.1079], [-0.0150, -0.0106, -0.0433], [0.0061, -0.0190, 0.0316], [0.0161, 0.0329, -0.0394], [-0.1112, 0.0717, 0.0167], [-0.0396, 0.0983, 0.1082]],
  "lowdin_spin": [1.1283, 0.0029, -0.0160, -0.0086, -0.0107, -0.0001, -0.0314, -0.0051, 0.0066, 0.0003, 0.0003, -0.0579, 0.0015, 0.0006, -0.0065, -0.0002, 0.0003, -0.0032, -0.0010, 0.0003, 0.0004, 0.0000, -0.0021, 0.0024, 0.0008, -0.0004, -0.0009, 0.0000, -0.0012, -0.0018, 0.0000, -0.0008, 0.0001, -0.0003, 0.0015, 0.0001, -0.0002, -0.0001, -0.0002, 0.0002, 0.0016, 0.0015, 0.0000, 0.0012, -0.0001, 0.0000, -0.0001, -0.0003, -0.0001, -0.0001, -0.0002, 0.0000, -0.0004, 0.0000, 0.0000, 0.0000, 0.0001, 0.0000, -0.0001, 0.0000, 0.0000, 0.0000, -0.0002, 0.0000, 0.0000, 0.0000, -0.0002, -0.0001, -0.0001, 0.0000, -0.0002, -0.0001]
}

---

No. 2
{
  "formula": "C28H28F4O2S",
  "method": "ωB97M-V/def2-TZVPD",
  "largest_force_ha_per_bohr": 0.13357,
  "total_energy_ev": -55282.426,
  "de_lowest_ev": 0.835,
  "homo_energy_ev": -9.0,
  "lumo_ev": 0.375,
  "elements": ["S", "F", "F", "F", "F", "O", "O", "C", "C", "C", "C", "C", "C", "C", "C", "C", "C", "C", "C", "C", "C", "C", "C", "C", "C", "C", "C", "C", "C", "C", "C", "C", "C", "C", "C", "H", "H", "H", "H", "H", "H", "H", "H", "H", "H", "H", "H", "H", "H", "H", "H", "H", "H", "H", "H", "H", "H", "H", "H", "H", "H", "H", "H"],
  "coordinates": [[-0.660, -2.390, 5.218], [2.766, 5.043, -0.425], [-0.961, -2.792, -3.813], [0.414, 1.099, 1.195], [-3.881, 3.737, 0.146], [0.211, -1.584, 5.987], [-1.689, -3.126, 5.776], [-1.464, -1.307, 4.115], [1.395, -3.069, -3.153], [0.242, -3.427, 3.999], [-2.334, 0.476, -0.917], [2.480, -0.203, 1.258], [2.717, -3.123, -3.489], [1.348, 4.063, 1.243], [0.848, -2.961, -5.479], [3.191, -3.161, -4.784], [-0.199, -2.772, 2.648], [3.522, -0.739, 0.559], [0.524, 5.835, -0.334], [-4.747, 0.580, -1.563], [-3.499, -0.128, -1.593], [1.467, 0.424, -0.835], [-3.762, 2.483, -0.478], [2.151, -2.926, -5.782], [1.581, 5.010, 0.165], [0.122, 4.106, 1.989], [-2.544, 1.882, -0.361], [2.521, -0.320, -1.456], [-1.540, -2.064, 2.970], [-0.925, 4.879, 1.464], [-4.809, 1.767, -1.020], [0.424, -2.964, -4.213], [-0.746, 5.744, 0.343], [3.530, -0.910, -0.727], [1.516, 0.510, 0.542], [-0.832, -0.473, 3.892], [-5.690, 0.190, -1.803], [3.478, -3.209, -2.759], [0.016, 3.499, 2.842], [2.442, -0.191, -2.691], [4.374, -2.769, -4.830], [-5.862, 2.189, -0.976], [-0.233, -3.520, 1.600], [-1.967, 4.696, 1.757], [2.094, 3.539, 1.736], [4.343, -0.950, 1.272], [0.741, 0.821, -1.361], [2.565, -0.341, 2.353], [1.236, -3.057, 4.152], [-1.446, -0.126, -0.767], [0.502, 6.382, -1.296], [-1.732, 2.336, 0.011], [-1.948, -1.503, 2.175], [1.141, -3.142, -2.036], [2.376, -2.729, -6.858], [-1.630, 6.366, -0.144], [-3.397, -0.991, -2.199], [0.180, -3.070, -6.319], [0.050, -4.457, 4.424], [-2.547, -0.853, 4.466], [0.578, -2.138, 2.344], [4.363, -1.389, -1.227], [-2.404, -2.785, 3.046]],
  "forces_ev_per_a": [[1.2221, 2.3606, -1.7527], [0.6226, -0.0698, -0.2981], [2.9381, -0.6404, -1.2494], [1.6222, -0.7493, -0.6623], [-0.4410, -1.6178, -1.2478], [1.6605, 0.2885, 1.4308], [-2.8129, -3.1212, 2.3457], [-1.9694, 3.9021, 3.2050], [-2.6279, -0.0652, 0.8396], [-0.5620, 0.8176, 0.7716], [-4.4701, 1.8457, -0.5939], [-1.1033, 1.5229, 1.1160], [0.6881, -0.9838, -0.4247], [-2.0572, 3.4261, -0.1785], [-2.3344, -0.2934, -1.6639], [0.6683, 3.6958, -1.5937], [-1.7991, -3.6856, -2.0213], [1.3568, -0.3049, 5.6695], [-1.1565, -1.2066, 1.1188], [2.9256, -3.0330, -0.4908], [1.6353, 2.7162, 1.6054], [5.0256, -2.7509, 2.2748], [1.2792, 0.4236, 1.2535], [4.9615, -0.5895, -0.6373], [-2.6789, -0.8769, 1.2071], [0.9427, 1.2595, -3.4520], [-1.1738, -5.1458, -2.7445], [-2.4563, 2.1465, -3.6028], [-2.1699, -4.1216, -5.0478], [-0.6354, 0.4547, -1.0427], [-3.4767, 4.7180, 1.6102], [-0.9216, 0.1045, 5.1977], [0.2198, 0.1531, -0.9314], [0.7857, -0.1232, -5.0179], [-1.7073, -0.9433, 1.1544], [0.5702, 0.8253, 0.4259], [-0.7395, -1.0603, -0.9594], [0.2977, 0.0349, 1.1082], [-0.2416, -0.6875, 0.7578], [0.6577, -1.0347, 3.5181], [-3.3336, -1.7621, -0.6890], [1.5054, -0.0494, 0.0982], [-0.3096, 1.7684, 3.3694], [0.5630, 0.4076, 0.4340], [1.7918, -1.0100, 0.1127], [-0.1570, -0.7060, -1.0849], [-3.4048, 2.0995, -2.5413], [-0.6153, 0.8002, -0.6942], [0.8558, -0.6633, 0.3454], [0.1807, 0.4797, -0.1617], [0.7646, -0.2444, 0.8884], [2.7036, 1.7518, 1.6575], [0.1710, 0.9759, -1.4570], [-0.0378, 0.3585, -2.0205], [0.1791, -0.4944, 1.0550], [1.8574, -1.5960, 1.3608], [0.1313, -1.0399, 0.0203], [-0.5061, 0.5819, 0.0706], [0.2257, 0.9256, -1.3827], [2.8958, -1.4751, -0.3859], [0.8850, 1.4242, -0.1370], [-0.0372, 0.0429, -0.0583], [1.1464, -0.1665, 0.2027]],
  "lowdin_charge": [0.5916, 0.0650, -0.0242, 0.0003, 0.0093, -0.3006, -0.2795, -0.3085, -0.0253, -0.1802, 0.0121, -0.0298, -0.1789, -0.0012, -0.0912, -0.0622, -0.1696, -0.1431, -0.0191, -0.1145, -0.0378, -0.0036, -0.2348, -0.0895, -0.2689, -0.0789, 0.0277, -0.0588, -0.3341, -0.1206, -0.0869, -0.1751, -0.0852, -0.1375, -0.2117, 0.1000, 0.0937, 0.0809, 0.0861, 0.1765, 0.1672, 0.1455, 0.1870, 0.0927, 0.0776, 0.1319, 0.0530, 0.1302, 0.0740, 0.0698, 0.1110, 0.0437, 0.0985, 0.1422, 0.1181, 0.1385, 0.0738, 0.1267, 0.1244, 0.1971, 0.0480, 0.1122, 0.1451]
}